Here is a molecular structure, C40H45F5N5O2P2S2Ti from the Open Molecules 2025 dataset. Energies are from ωB97M-V/def2-TZVPD.

* Kohn-Sham gap: 6.737 eV
* LUMO level: -0.1259 Ha

ORCA input file:
```
! wB97M-V def2-TZVPD RIJCOSX def2/J DEFGRID3
* xyz 1 1
Ti 0.1005 -0.0725 -0.2758
C -3.3917 3.4124 1.5322
C -2.1382 4.2463 1.2694
C -2.1502 5.5539 2.0620
P -0.6221 3.2048 1.3153
C 0.8109 4.3416 1.4262
C 2.0912 3.7033 0.8990
C 1.0672 4.8859 2.8368
C -0.6360 2.1145 2.7391
C -0.9449 2.7698 3.9405
C -0.9934 2.1159 5.1534
C -0.7225 0.7570 5.1685
C -0.4375 0.0831 3.9987
C -0.3946 0.7270 2.7578
N -0.1779 -0.0339 1.5912
C -0.2563 -1.4804 1.6477
C 0.6904 -2.2319 2.3507
C 0.5649 -3.5996 2.4343
C -0.4618 -4.2469 1.7519
C -1.3707 -3.5241 1.0021
C -1.3114 -2.1301 0.9617
P -2.4947 -1.0766 0.0358
C -3.3005 -2.2078 -1.1877
C -2.3725 -2.8055 -2.2438
C -4.4484 -1.4522 -1.8669
C -3.8831 -0.8186 1.2513
C -4.5989 -2.1056 1.6588
C -3.4385 -0.0571 2.4937
H -4.2687 3.9638 1.1899
H -3.3715 2.4607 1.0011
H -3.5128 3.2136 2.5984
H -2.1292 4.5148 0.2078
H -2.2179 5.4007 3.1383
H -1.2894 6.1845 1.8501
H -3.0394 6.1158 1.7708
H 0.5205 5.1621 0.7601
H 2.3733 2.8347 1.4982
H 1.9967 3.3906 -0.1357
H 2.9011 4.4319 0.9696
H 1.3612 4.0855 3.5168
H 1.9010 5.5876 2.7777
H 0.2234 5.4156 3.2716
H -1.1490 3.8301 3.9219
H -1.2329 2.6515 6.0617
H -0.7471 0.2042 6.0994
H -0.2743 -0.9814 4.0527
H 1.5200 -1.7260 2.8248
H 1.2945 -4.1719 2.9915
H -0.5365 -5.3262 1.7854
H -2.1346 -4.0509 0.4452
H -3.7234 -3.0311 -0.6112
H -2.1239 -2.0665 -3.0078
H -1.4535 -3.2228 -1.8361
H -2.8976 -3.6167 -2.7529
H -4.0726 -0.5763 -2.4046
H -4.9303 -2.1041 -2.5986
H -5.2184 -1.1171 -1.1721
H -4.5790 -0.1857 0.6935
H -3.8970 -2.8563 2.0285
H -5.2883 -1.8785 2.4753
H -5.1875 -2.5458 0.8551
H -2.7973 -0.6823 3.1185
H -2.8973 0.8574 2.2617
H -4.3149 0.2090 3.0884
N 6.2026 -2.8659 -4.9055
C 5.1262 -2.9233 -4.0645
C 5.2128 -2.4171 -2.7617
C 4.1170 -2.4556 -1.9271
C 2.9087 -2.9787 -2.3875
C 2.8173 -3.5074 -3.6761
C 3.9143 -3.4816 -4.5025
S 1.5719 -3.0596 -1.2901
O 0.6885 -4.1096 -1.7042
O 2.1081 -3.0015 0.0371
N 0.7174 -1.6189 -1.4060
C 0.2364 -1.1207 -2.5937
N 0.4854 -1.5984 -3.8038
C -0.0558 -0.9260 -4.8135
C -0.8273 0.2234 -4.6541
C -1.0203 0.6513 -3.3655
N -0.5213 -0.0359 -2.3423
H 7.1047 -2.6224 -4.5390
H 6.1935 -3.3926 -5.7597
H 6.1520 -2.0121 -2.4039
H 4.1971 -2.1101 -0.9061
H 1.8870 -3.9388 -4.0140
H 3.8501 -3.8978 -5.5008
H 0.1405 -1.3205 -5.8051
H -1.2430 0.7558 -5.4952
H -1.5932 1.5391 -3.1240
F 6.1001 1.1448 -1.5382
C 4.8065 1.0014 -1.2566
C 4.4118 0.4502 -0.0551
F 5.3311 0.0574 0.8290
C 3.0659 0.2846 0.1981
F 2.7807 -0.2575 1.4031
C 2.0572 0.6588 -0.6769
S -0.7280 2.2566 -0.4608
C 2.5062 1.2215 -1.8592
F 1.6496 1.6492 -2.8141
C 3.8452 1.3891 -2.1672
F 4.2165 1.9222 -3.3321
*
```

Here are the Löwdin charges for atoms 1 to 4, given in e: number 1, Ti, carries 0.8003; number 2, C, carries -0.1039; number 3, C, carries -0.5211; number 4, C, carries -0.0925

Here is a molecular structure, C40H45N2P2PdS2SeSi at a distorted geometry from the Open Molecules 2025 dataset. Energies are from ωB97M-V/def2-TZVPD.

* Kohn-Sham gap (spin up / spin down): 6.245 / 6.246 eV
* LUMO level (spin up / spin down): -0.1577 / -0.1577 Ha

ORCA input file:
```
! wB97M-V def2-TZVPD RIJCOSX def2/J DEFGRID3
* xyz 1 1
Pd 0.0476 -0.7592 0.2819
S 2.4079 -0.4837 -0.1938
P 1.6984 1.3782 -0.6033
C 0.0396 1.1291 -0.3156
P -1.6134 1.4715 -0.2099
S -2.2998 -0.4298 -0.0155
C -2.0080 2.4169 1.2794
C -3.2556 2.2479 1.8752
C -3.5627 2.9408 3.0353
C -2.6249 3.7971 3.6001
C -1.3843 3.9680 3.0031
C -1.0712 3.2800 1.8394
C -2.2555 2.3846 -1.6200
C -2.8079 1.7021 -2.7001
C -3.1587 2.4021 -3.8448
C -2.9495 3.7733 -3.9100
C -2.4022 4.4531 -2.8301
C -2.0593 3.7632 -1.6776
C 2.2773 2.6254 0.5692
C 2.5378 2.2422 1.8832
C 2.8255 3.2073 2.8330
C 2.8514 4.5511 2.4742
C 2.5918 4.9320 1.1659
C 2.3031 3.9695 0.2070
C 2.1232 1.9607 -2.2498
C 3.4098 2.4164 -2.5304
C 3.7307 2.8027 -3.8208
C 2.7717 2.7350 -4.8250
C 1.4920 2.2780 -4.5448
C 1.1644 1.8848 -3.2552
H -3.9749 1.5607 1.4455
H -4.5295 2.8086 3.5024
H -2.8624 4.3303 4.5112
H -0.6518 4.6305 3.4455
H -0.0927 3.3967 1.3894
H -2.9600 0.6310 -2.6410
H -3.5973 1.8781 -4.6836
H -3.2231 4.3177 -4.8042
H -2.2519 5.5232 -2.8816
H -1.6469 4.2946 -0.8274
H 2.5047 1.1925 2.1521
H 3.0324 2.9141 3.8538
H 3.0809 5.3032 3.2178
H 2.6192 5.9773 0.8882
H 2.0963 4.2654 -0.8144
H 4.1545 2.4685 -1.7446
H 4.7277 3.1576 -4.0447
H 3.0262 3.0409 -5.8312
H 0.7476 2.2277 -5.3285
H 0.1675 1.5285 -3.0226
C 1.5357 -3.7518 -0.0520
Si -0.1208 -3.0859 -0.6274
C -1.5008 -4.0089 0.3127
C -1.4898 -3.6346 1.7998
C -2.9129 -3.8184 -0.2417
C -1.1250 -5.5009 0.1994
C -0.2076 -2.9707 -2.5184
C -1.4389 -2.2308 -3.0479
C -0.2123 -4.4079 -3.0719
C 1.0439 -2.2523 -3.0416
H 1.6902 -4.7022 -0.5739
H 1.5505 -3.9554 1.0199
H 2.3671 -3.0982 -0.3023
H -1.8433 -2.6153 1.9547
H -0.4982 -3.7320 2.2493
H -2.1640 -4.3058 2.3401
H -3.2156 -2.7758 -0.2963
H -3.6209 -4.3298 0.4173
H -3.0185 -4.2559 -1.2355
H -0.1586 -5.7199 0.6552
H -1.1125 -5.8594 -0.8289
H -1.8786 -6.0797 0.7417
H -2.3756 -2.7093 -2.7651
H -1.3936 -2.2101 -4.1413
H -1.4595 -1.2013 -2.6882
H -1.1182 -4.9506 -2.7992
H 0.6559 -4.9848 -2.7461
H -0.1811 -4.3609 -4.1642
H 1.0748 -1.2136 -2.7088
H 1.0257 -2.2637 -4.1353
H 1.9681 -2.7378 -2.7220
Se -1.1367 -0.2448 3.7271
N 0.2940 -0.8488 2.8522
C 1.0222 -1.5378 3.7159
C 2.2660 -2.1593 3.4119
C 2.9048 -2.8353 4.4006
C 2.3625 -2.9339 5.7217
C 1.1905 -2.3433 6.0582
C 0.4814 -1.6139 5.0585
N -0.6607 -0.9821 5.2571
H 2.6769 -2.0611 2.4152
H 3.8562 -3.3099 4.1986
H 2.9176 -3.4912 6.4644
H 0.7745 -2.4028 7.0544
*
```

Here are the Löwdin charges for atoms 1 to 4, given in e: number 1, Pd, carries 0.3958; number 2, S, carries 0.3991; number 3, P, carries 0.4964; number 4, C, carries -0.5935

Energy above the lowest of the compared OMol25 structures with the same formula, charge and spin readings, ordered: 15.0 24.2 kcal per mole